[1]
{
  "formula": "C36H42ClN3P2PdSi2",
  "method": "wB97M-V/def2-TZVPD",
  "e_homo_ev": -0.342,
  "total_charge": -2,
  "multiplicity": 1,
  "relative_energy_ev": 0.000,
  "energy_ev": -92821.555,
  "elements": ["Pd", "Cl", "P", "P", "Si", "Si", "N", "N", "N", "C", "C", "C", "C", "C", "C", "C", "C", "C", "C", "C", "C", "C", "C", "C", "C", "C", "C", "C", "C", "C", "C", "C", "C", "C", "C", "C", "C", "C", "C", "C", "C", "C", "C", "C", "C", "H", "H", "H", "H", "H", "H", "H", "H", "H", "H", "H", "H", "H", "H", "H", "H", "H", "H", "H", "H", "H", "H", "H", "H", "H", "H", "H", "H", "H", "H", "H", "H", "H", "H", "H", "H", "H", "H", "H", "H", "H", "H"],
  "xyz": [[-0.932, 0.583, 0.076], [-0.147, -2.796, 4.785], [1.374, 1.763, -0.465], [1.016, -1.248, -0.238], [-0.688, 3.953, 0.021], [-0.329, -3.866, 0.453], [0.217, -2.312, 0.654], [-1.439, 0.328, 2.719], [0.761, 3.156, 0.041], [-2.096, -4.035, 1.112], [2.327, 1.441, -3.148], [2.198, 1.391, -4.531], [-0.734, 5.205, 1.450], [-0.365, -4.546, -1.308], [0.209, -1.886, -4.329], [0.635, -5.191, 1.410], [-1.136, -1.248, -1.998], [4.552, -3.273, 0.577], [0.606, -0.194, 4.533], [5.452, 1.658, 0.305], [5.060, 3.732, -0.834], [1.229, 1.672, -2.324], [-0.936, 5.047, -1.502], [0.902, -1.768, -3.123], [-0.596, 1.285, 3.104], [3.225, -2.864, 0.578], [0.254, -1.438, -1.942], [0.440, 1.073, 3.998], [1.273, 0.303, 0.360], [3.640, -1.534, -1.350], [-1.829, -1.365, -3.189], [5.942, 2.840, -0.227], [0.953, 1.576, -5.121], [-0.279, -1.175, 4.142], [4.962, -1.951, -1.377], [-1.275, -0.890, 3.222], [2.739, -1.993, -0.389], [-0.152, 1.808, -4.310], [-2.326, 2.986, 0.179], [-0.007, 1.856, -2.932], [-1.156, -1.682, -4.367], [5.426, -2.830, -0.406], [3.204, 2.239, -0.397], [4.092, 1.367, 0.216], [3.710, 3.433, -0.909], [-2.592, -4.932, 0.731], [-1.933, -1.674, 2.865], [0.770, -4.899, 2.450], [7.000, 3.072, -0.166], [-1.687, -1.033, -1.074], [0.843, 1.533, -6.198], [3.072, 1.201, -5.142], [6.462, -3.150, -0.409], [-2.868, 3.323, 1.069], [-2.100, -4.090, 2.202], [0.617, -4.484, -1.781], [-2.959, 3.173, -0.694], [3.317, -0.787, -2.064], [3.020, 4.138, -1.361], [-0.012, 6.002, 1.261], [-1.879, 5.597, -1.446], [-0.121, 5.769, -1.558], [-0.930, 4.469, -2.430], [5.635, -1.564, -2.134], [3.684, 0.456, 0.639], [1.967, -1.953, -3.125], [-1.721, 5.661, 1.568], [3.309, 1.306, -2.710], [5.432, 4.667, -1.242], [4.907, -3.941, 1.355], [-0.884, 2.007, -2.297], [2.547, -3.200, 1.351], [-0.715, 2.253, 2.624], [0.089, -6.138, 1.385], [-2.293, 1.882, 0.305], [1.620, -5.363, 0.973], [-0.656, -5.601, -1.258], [-0.457, 4.738, 2.396], [1.413, -0.426, 5.217], [-1.134, 1.937, -4.749], [-1.697, -1.762, -5.304], [6.122, 0.955, 0.787], [-1.068, -4.016, -1.953], [-2.683, -3.164, 0.816], [-2.901, -1.206, -3.201], [0.751, -2.131, -5.235], [1.124, 1.878, 4.228]],
  "lowdin_charge": [0.2309, 0.6178, 0.5734, 0.5827, 0.2266, 0.2445, -0.2579, 0.0493, -0.2599, -0.1989, -0.1064, -0.1065, -0.2095, -0.1853, -0.1069, -0.2055, -0.1528, -0.1090, -0.1097, -0.1064, -0.1222, -0.2535, -0.2018, -0.0952, -0.1642, -0.0955, -0.2709, -0.0656, -0.4739, -0.1200, -0.1083, -0.1362, -0.1234, -0.6480, -0.1051, -0.1881, -0.2505, -0.1027, -0.2078, -0.1170, -0.1251, -0.1285, -0.2772, -0.0987, -0.1083, 0.0095, 0.0883, -0.0029, 0.0791, 0.0682, 0.0842, 0.0882, 0.0811, 0.0152, 0.0014, 0.0218, 0.0121, 0.0756, 0.0972, 0.0085, 0.0107, 0.0114, 0.0022, 0.0918, 0.0748, 0.0821, 0.0081, 0.0918, 0.0821, 0.0878, 0.0817, 0.0773, 0.0800, 0.0117, -0.0404, 0.0071, 0.0129, 0.0021, 0.0979, 0.0950, 0.0851, 0.0884, 0.0132, 0.0116, 0.0918, 0.0907, 0.1011]
}



[2]
{
  "formula": "C9H14",
  "method": "wB97M-V/def2-TZVPD",
  "smiles": "Cc1ccccc1.CC",
  "e_homo_ev": -8.864,
  "multiplicity": 1,
  "relative_energy_ev": 1.227,
  "energy_ev": -9558.954,
  "elements": ["C", "C", "C", "C", "C", "C", "C", "C", "C", "H", "H", "H", "H", "H", "H", "H", "H", "H", "H", "H", "H", "H", "H"],
  "xyz": [[2.982, -0.869, 1.893], [-1.341, 1.168, -2.884], [-1.502, 2.212, -0.781], [-1.294, 2.373, -2.131], [-1.526, -0.054, -2.304], [-1.287, 0.993, -0.119], [1.671, -0.852, 2.770], [-0.994, -1.506, -0.420], [-1.289, -0.157, -0.926], [-1.621, 3.027, -0.086], [3.770, -0.196, 2.228], [-0.827, -1.448, 0.681], [0.957, -1.677, 2.469], [-0.127, -1.993, -0.823], [2.816, -0.485, 0.880], [-1.313, 0.864, 0.959], [-1.771, -2.271, -0.506], [2.059, -0.891, 3.801], [-1.080, 1.192, -3.998], [3.264, -1.912, 1.833], [-1.088, 3.341, -2.505], [1.245, 0.137, 2.807], [-1.705, -0.994, -2.839]],
  "lowdin_charge": [-0.1637, -0.0958, -0.1081, -0.0860, -0.0737, -0.0357, -0.1610, -0.0712, -0.2950, 0.0955, 0.0562, 0.0717, 0.0719, 0.0741, 0.0517, 0.1072, 0.0844, 0.0559, 0.1251, 0.0506, 0.0875, 0.0389, 0.1195]
}